No. 1
C8H13Cl2N3O3RuYb | ωB97M-V/def2-TZVPD

Values from the calculation:
Molecular weight in g/mol: 544.23
Charge: +4
Expectation value of S²: 12.050
Total energy in a.u.: -2874.820658
F_max in eV/A: 13.3
Orbital gap (alpha / beta) in eV: 8.1337 / 5.7669
2S+1: 7
Energy relative to the best compared isomer or geometry (same formula, charge and spin) in kJ/mol: 0.00
HOMO energy (alpha / beta) in eV: -21.576 / -22.822

Each line ends with the Löwdin spin population.
Cartesian coordinates (Å):
1 Yb -0.03 -0.80 -5.38  1.0131
2 Ru -0.04 -0.65 -1.10  3.0508
3 Cl -0.52 -1.86 -3.14  0.1595
4 Cl -0.57 1.51 -5.34  0.0150
5 O 0.68 -2.84 -8.65  0.0002
6 O -0.21 -0.15 -9.10  0.0001
7 O 0.39 -3.45 -0.17  0.0724
8 N 0.66 0.45 0.42  0.2287
9 N 0.96 1.14 2.61  0.4804
10 N -1.02 0.00 1.90  0.2898
11 C -0.27 -0.08 -7.95  0.0003
12 C -1.91 -0.27 0.78  0.1148
13 C 0.42 -2.41 -7.61  0.0001
14 C 0.23 -2.31 -0.46  0.1260
15 C 0.18 0.53 1.66  0.0407
16 C 2.37 1.45 2.33  0.0595
17 C -1.49 -0.35 3.24  0.0371
18 C 0.49 1.60 3.91  0.0713
19 H -0.49 2.08 3.84  0.0187
20 H 1.55 0.94 0.31  0.0175
21 H -2.82 0.32 0.94  0.0221
22 H 1.22 2.35 4.28  0.0056
23 H 2.92 0.56 1.96  0.0193
24 H -1.97 0.52 3.70  0.0189
25 H 2.48 2.28 1.60  0.0321
26 H -2.24 -1.14 3.14  0.0043
27 H -2.15 -1.34 0.70  0.0161
28 H -0.69 -0.76 3.86  0.0088
29 H 0.45 0.77 4.63  0.0380
30 H -1.41 0.10 -0.15  0.0354
31 H 2.83 1.79 3.27  0.0034

=====

No. 2
C28H11F5MnN8O9Se | ωB97M-V/def2-TZVPD

Values from the calculation:
Molecular weight in g/mol: 832.33
Charge: -2
Expectation value of S²: 8.754
Total energy in a.u.: -6240.603856
F_max in eV/A: 0.7
Orbital gap (alpha / beta) in eV: 4.7617 / 4.9560
2S+1: 6
Energy relative to the best compared isomer or geometry (same formula, charge and spin) in kJ/mol: 0.00
HOMO energy (alpha / beta) in eV: -1.981 / -2.175

Each line ends with the Löwdin spin population.
Cartesian coordinates (Å):
1 Se -2.46 -0.76 -1.60  0.0269
2 Mn 0.37 -0.46 -0.29  4.6854
3 F -2.11 -5.88 -2.74  -0.0003
4 F -0.93 -0.82 -4.32  0.0005
5 F -0.76 -5.44 -5.07  0.0007
6 F -2.88 -3.83 -1.21  0.0007
7 F -0.19 -2.89 -5.83  -0.0002
8 O 1.01 -1.91 -1.91  0.0375
9 O 2.20 0.84 0.59  0.0271
10 O -1.83 0.24 3.40  0.0043
11 O 5.76 3.36 2.85  0.0000
12 O 5.58 -3.56 3.52  0.0000
13 O 7.20 2.35 4.08  0.0000
14 O 2.13 -1.35 0.86  0.0310
15 O -1.40 2.70 2.06  0.0043
16 O 7.10 -2.40 4.52  0.0000
17 N 6.12 -2.51 3.79  0.0000
18 N -0.04 1.62 -1.03  0.0283
19 N 4.61 0.60 -3.31  0.0011
20 N 3.64 -3.74 -3.25  0.0018
21 N 1.82 -0.98 -2.18  0.0227
22 N 6.23 2.36 3.35  0.0000
23 N -0.62 -2.07 1.01  0.0304
24 N -0.81 0.56 1.32  0.0354
25 C -0.97 1.91 1.24  0.0045
26 C 4.42 -1.34 2.44  0.0010
27 C -1.15 -1.65 2.15  0.0036
28 C 3.88 -0.25 -3.05  0.0005
29 C 0.25 2.07 -2.24  0.0056
30 C 2.98 -1.31 -2.73  0.0067
31 C 5.54 -1.28 3.24  0.0000
32 C -0.55 4.25 -1.71  0.0014
33 C 5.59 1.08 3.03  0.0001
34 C 2.65 -0.22 1.06  0.0077
35 C -1.95 -2.22 -2.69  0.0026
36 C -0.49 -3.38 0.79  0.0046
37 C -1.25 -2.05 -3.89  0.0021
38 C -0.91 -4.33 1.70  0.0007
39 C 0.01 3.37 -2.63  0.0005
40 C 6.15 -0.07 3.55  0.0004
41 C 3.33 -2.66 -3.02  0.0015
42 C -2.22 -3.54 -2.34  0.0024
43 C -1.59 -2.53 3.13  0.0005
44 C -0.86 -3.11 -4.68  -0.0002
45 C -1.47 -3.89 2.90  0.0009
46 C 4.47 1.05 2.22  0.0010
47 C -1.14 -4.41 -4.30  0.0024
48 C -0.85 3.78 -0.44  0.0002
49 C -0.59 2.45 -0.14  0.0040
50 C -1.29 -0.14 2.37  0.0044
51 C -1.82 -4.62 -3.12  -0.0002
52 C 3.88 -0.17 1.93  0.0010
53 H 7.03 -0.04 4.17  0.0000
54 H -0.80 -5.38 1.48  0.0002
55 H -1.81 -4.61 3.64  0.0000
56 H -2.02 -2.13 4.03  0.0003
57 H -0.04 -3.66 -0.16  0.0005
58 H -1.29 4.40 0.32  0.0002
59 H 3.94 -2.29 2.20  0.0003
60 H 0.26 3.69 -3.63  0.0002
61 H 4.03 1.95 1.82  0.0003
62 H -0.75 5.28 -1.98  0.0001
63 H 0.68 1.34 -2.92  0.0007

=====

No. 3
C14H17N3O3 | ωB97M-V/def2-TZVPD

Values from the calculation:
Molecular weight in g/mol: 275.31
Total energy in a.u.: -933.617621
SMILES: C[C@H](N)C(=O)N[C@@H](Cc1c[nH]c2ccccc12)C(=O)O
F_max in eV/A: 5.5
Orbital gap in eV: 8.5138
Energy relative to the best compared isomer or geometry (same formula, charge and spin) in kJ/mol: 364.14
HOMO energy in eV: -7.969

Each line ends with the Mulliken charge.
Cartesian coordinates (Å):
1 O -0.48 2.23 1.77  -0.4750
2 O 2.75 0.76 -1.54  -0.6327
3 O -0.05 4.16 0.50  -0.5306
4 N 1.63 0.94 0.29  -0.1824
5 N -3.51 1.09 -0.21  0.0278
6 N 2.63 -1.21 1.63  -0.7393
7 C -3.81 -1.35 0.14  -0.5568
8 C 3.36 -0.81 0.38  0.4859
9 C 0.86 2.05 -0.29  -0.0354
10 C -3.09 -0.19 -0.15  -0.4764
11 C -0.15 1.58 -1.41  -1.3072
12 C 2.58 0.36 -0.43  0.2549
13 C -2.44 1.84 -0.67  -0.9234
14 C -3.18 -2.59 0.31  -0.6319
15 C -0.99 -1.57 -0.33  0.1555
16 C -1.78 -2.63 0.21  -0.5609
17 C 0.06 2.99 0.71  0.1259
18 C 3.34 -1.87 -0.69  -1.3923
19 C -1.68 -0.27 -0.39  1.0309
20 C -1.35 1.12 -0.86  0.8217
21 H 2.97 -0.77 2.45  0.2170
22 H -1.29 2.75 2.19  0.3637
23 H -2.51 2.90 -0.79  0.4708
24 H 1.65 2.73 -0.71  0.4980
25 H 3.83 -1.54 -1.55  0.4078
26 H 1.14 0.31 1.07  0.4246
27 H -3.74 -3.51 0.59  0.3335
28 H 2.34 -2.34 -0.72  0.2389
29 H -4.38 1.48 -0.02  0.0998
30 H 2.93 -2.10 1.93  0.2312
31 H -1.22 -3.67 0.24  0.2166
32 H 0.32 0.81 -1.97  0.5840
33 H 4.40 -0.71 0.70  0.4029
34 H -0.37 2.48 -2.06  0.3297
35 H 4.01 -2.79 -0.44  0.3632
36 H -4.82 -0.94 0.43  0.2349
37 H 0.07 -1.72 -0.32  0.1251